1.
85
Properties=species:S:1:pos:R:3:mulliken_charge:R:1 method="wB97M-V/def2-TZVPD" total_charge=-1
C -0.615 4.206 -3.775 -0.551
O -1.787 4.012 -2.968 -0.432
C -1.465 3.160 -1.815 -0.309
Al -0.928 1.263 -2.375 -0.515
C -2.272 0.608 -3.770 -0.569
C -3.566 -0.129 -3.179 -0.305
C -4.907 0.717 -3.322 0.355
F -5.422 1.037 -4.603 -0.302
C -5.683 1.159 -2.233 0.068
F -7.063 0.963 -2.177 -0.246
F -5.023 1.842 -1.200 -0.168
C -0.763 0.084 -0.708 -0.270
O 0.634 0.170 -0.259 -0.425
C 0.746 0.845 0.987 0.154
O 1.961 0.362 1.610 -0.300
C 1.813 0.239 3.025 -0.005
C 2.075 1.605 3.833 -0.395
O 2.300 2.754 2.972 -0.532
H 0.300 3.753 -3.289 0.175
H -0.736 3.752 -4.815 0.176
H -0.403 5.322 -3.936 0.245
H -0.550 3.639 -1.300 0.269
H -2.330 3.226 -1.084 0.269
H 0.502 1.329 -3.064 -0.063
H -2.635 1.499 -4.387 0.245
H -1.725 -0.121 -4.461 0.288
H -3.431 -0.502 -2.107 0.215
H -3.745 -1.059 -3.826 0.294
H -1.520 0.345 0.098 0.195
H -0.922 -1.004 -1.027 0.097
H -0.138 0.686 1.682 -0.033
H 0.917 1.965 0.798 0.122
H 0.812 -0.177 3.361 -0.067
H 2.597 -0.506 3.402 0.335
H 2.988 1.509 4.515 0.287
H 1.165 1.768 4.507 0.185
H 1.408 3.130 2.842 0.330
C 3.664 0.319 -1.622 -0.530
O 3.385 0.978 -2.849 0.076
C 4.463 1.765 -3.341 -0.985
C 5.140 1.091 -4.536 -0.108
N 5.892 -0.096 -4.132 -0.335
C 6.277 -0.975 -5.236 -0.716
C 5.177 -1.528 -6.154 -0.456
O 4.320 -2.484 -5.544 -0.465
C 3.313 -1.939 -4.705 -0.434
H 2.720 -0.034 -1.207 -0.069
H 4.305 -0.553 -1.778 0.250
H 4.128 0.997 -0.899 0.402
H 5.182 2.019 -2.554 0.391
H 4.020 2.703 -3.693 0.358
H 5.822 1.802 -5.014 0.391
H 4.351 0.846 -5.252 0.123
H 5.342 -0.635 -3.476 0.110
H 6.789 -1.832 -4.782 0.369
H 7.023 -0.457 -5.849 0.388
H 5.677 -2.065 -6.966 0.344
H 4.589 -0.739 -6.639 0.354
H 2.919 -0.994 -5.088 0.274
H 3.696 -1.816 -3.691 0.098
H 2.489 -2.654 -4.648 0.333
C -3.060 -3.942 7.433 -0.702
O -3.223 -4.077 6.031 -0.320
C -4.486 -3.621 5.546 -0.818
C -4.352 -2.289 4.807 -0.125
N -4.055 -1.189 5.725 -0.328
C -3.585 0.037 5.073 -1.168
C -2.343 -0.037 4.173 -0.198
O -1.121 -0.271 4.865 -0.383
C -0.895 -1.617 5.244 -0.567
H -2.197 -4.540 7.729 0.232
H -2.857 -2.906 7.712 0.292
H -3.938 -4.307 7.975 0.327
H -5.238 -3.573 6.340 0.389
H -4.822 -4.372 4.823 0.395
H -5.288 -2.073 4.280 0.394
H -3.565 -2.416 4.060 0.133
H -3.352 -1.484 6.387 0.123
H -3.366 0.747 5.878 0.397
H -4.413 0.464 4.499 0.425
H -2.228 0.945 3.706 0.384
H -2.458 -0.747 3.344 0.341
H -1.267 -2.327 4.500 0.338
H -1.343 -1.810 6.221 0.094
H 0.181 -1.767 5.353 0.369

***

2.
17
Properties=species:S:1:pos:R:3:mulliken_charge:R:1 method="wB97M-V/def2-TZVPD" total_charge=0 relative_energy_kcal_mol=45.3
C 2.619 -0.283 0.367 -0.734
O 1.463 0.252 -0.215 -0.270
C 0.335 -0.557 0.014 -0.834
C -0.838 0.185 -0.559 0.728
C -2.187 -0.493 -0.294 -1.497
C -0.818 1.660 -0.139 -0.149
O -1.502 2.396 -0.806 -0.480
H 2.495 -0.398 1.455 0.311
H 3.438 0.411 0.168 0.247
H 2.856 -1.266 -0.066 0.283
H 0.181 -0.718 1.094 0.362
H 0.449 -1.537 -0.477 0.416
H -0.704 0.226 -1.650 0.163
H -3.002 0.072 -0.757 0.375
H -2.200 -1.501 -0.728 0.370
H -2.388 -0.578 0.779 0.365
H -0.145 2.119 0.633 0.343

***

3.
323
Properties=species:S:1:pos:R:3:mulliken_charge:R:1 method="wB97M-V/def2-TZVPD" total_charge=0
C -6.737 1.690 -0.057 0.420
O -7.456 2.684 -0.278 -0.732
N -6.068 1.019 -1.062 0.604
N -6.509 1.187 1.211 -0.252
H -6.254 1.132 -2.034 -0.054
H -5.492 0.231 -0.807 -0.397
H -6.462 1.893 1.959 0.160
H -5.847 0.414 1.466 0.148
C -3.377 -0.620 2.249 -0.082
O -4.573 -0.759 2.444 -1.001
N -2.399 -0.601 3.165 1.651
N -2.931 -0.433 1.006 3.430
H -2.582 -0.935 4.082 0.018
H -1.438 -0.547 2.878 -0.650
H -1.957 -0.495 0.685 -1.034
H -3.660 -0.381 0.280 -1.323
C -1.324 6.465 -2.474 0.022
O -1.531 5.896 -3.572 -0.396
N -0.093 6.497 -1.823 0.191
N -2.343 7.176 -1.865 -0.496
H -0.116 7.161 -1.056 0.283
H 0.765 6.376 -2.379 -0.076
H -3.209 6.864 -2.311 0.278
H -2.386 7.177 -0.839 0.290
C -5.539 -2.761 -0.688 0.092
O -5.008 -1.711 -0.941 -0.181
N -6.104 -3.087 0.542 -0.326
N -5.882 -3.768 -1.612 -0.525
H -6.530 -4.013 0.695 0.192
H -6.126 -2.470 1.352 0.183
H -5.241 -3.715 -2.380 0.108
H -5.844 -4.697 -1.253 0.355
C -1.113 2.725 2.243 -0.554
C -1.408 3.564 1.002 2.114
C -2.977 3.471 0.770 -0.539
O -3.434 4.254 -0.276 0.163
C -4.831 4.352 -0.361 -0.599
N -1.122 4.987 1.205 -0.603
H -1.775 2.991 3.078 0.694
H -0.090 2.881 2.594 -0.676
H -1.248 1.657 2.014 -0.214
H -0.829 3.138 0.136 -0.986
H -3.321 3.830 1.757 0.372
H -3.214 2.346 0.622 -0.121
H -4.951 5.289 -0.922 0.233
H -5.288 4.530 0.625 0.094
H -5.343 3.497 -0.795 0.160
H -1.584 5.344 2.018 0.355
H -1.488 5.526 0.437 -0.015
C 3.356 -0.776 8.666 -1.775
C 2.341 -0.214 7.719 2.147
C 1.282 -1.224 7.393 -0.491
O 1.957 -2.252 6.657 -0.196
C 1.100 -3.279 6.177 0.289
N 1.582 0.942 8.213 -0.576
H 4.162 -0.079 8.857 0.403
H 3.801 -1.735 8.377 0.255
H 2.943 -1.011 9.659 0.461
H 2.908 0.097 6.806 -0.901
H 0.567 -0.771 6.753 -0.501
H 0.865 -1.581 8.361 0.558
H 0.630 -3.928 6.935 0.362
H 1.741 -3.839 5.525 -0.473
H 0.263 -2.832 5.612 -0.080
H 1.124 0.765 9.116 0.293
H 2.217 1.733 8.377 0.288
C 4.112 2.930 1.899 -1.673
C 2.770 3.528 1.899 3.524
C 2.477 4.172 3.269 -1.546
O 2.551 3.151 4.246 0.073
C 1.835 3.467 5.437 -0.689
N 2.614 4.564 0.893 -0.597
H 4.447 2.631 0.909 0.568
H 4.082 2.108 2.589 -0.171
H 4.807 3.683 2.269 0.296
H 2.091 2.666 1.843 -1.688
H 1.465 4.601 3.191 0.404
H 3.139 5.027 3.400 0.382
H 1.727 2.539 6.014 -0.032
H 0.824 3.910 5.169 0.315
H 2.470 4.241 5.933 0.275
H 1.682 5.001 0.909 0.241
H 2.962 4.234 -0.003 0.391
C 5.160 -5.017 6.107 -0.589
O 5.322 -3.638 6.186 -0.414
C 5.688 -3.041 4.932 -0.002
C 6.309 -1.663 5.069 -1.336
N 5.238 -0.783 5.530 0.588
C 5.753 0.475 5.997 -0.541
C 6.121 1.421 4.867 0.633
O 7.170 2.269 5.259 -0.502
C 7.507 3.213 4.231 -0.723
H 4.979 -5.332 7.170 0.287
H 6.096 -5.539 5.727 0.298
H 4.283 -5.273 5.502 0.196
H 4.816 -2.951 4.241 -0.254
H 6.505 -3.693 4.492 0.548
H 6.811 -1.294 4.195 0.499
H 7.040 -1.664 5.878 0.597
H 4.600 -1.255 6.176 -0.291
H 6.711 0.281 6.528 0.237
H 5.007 0.917 6.627 0.250
H 5.292 2.036 4.535 -0.087
H 6.440 0.868 3.991 -0.139
H 7.414 2.767 3.260 0.284
H 8.544 3.505 4.399 0.283
H 6.816 4.043 4.269 0.254
C 8.661 0.084 -5.978 -0.709
O 8.282 -0.504 -4.670 -0.320
C 7.790 -1.838 -4.688 -0.516
C 7.411 -2.272 -3.259 -0.660
N 6.503 -1.296 -2.672 -0.091
C 6.047 -1.624 -1.362 -0.896
C 4.972 -0.699 -0.915 -0.653
O 4.361 -0.984 0.369 0.532
C 5.247 -0.681 1.492 -1.070
H 7.778 0.069 -6.642 0.290
H 9.423 -0.490 -6.439 0.300
H 8.998 1.105 -5.755 0.225
H 8.686 -2.468 -4.991 0.348
H 6.985 -1.991 -5.448 0.367
H 8.313 -2.348 -2.639 0.332
H 6.964 -3.275 -3.176 0.308
H 6.881 -0.354 -2.795 0.247
H 6.910 -1.639 -0.717 0.607
H 5.722 -2.675 -1.367 -0.040
H 4.192 -0.909 -1.639 0.035
H 5.326 0.367 -0.894 0.461
H 5.529 0.368 1.313 0.372
H 6.110 -1.390 1.538 0.321
H 4.635 -0.830 2.392 0.079
C -4.059 4.621 -5.470 -0.809
O -2.990 4.048 -6.177 0.002
C -2.219 4.873 -6.960 -1.022
C -0.917 5.296 -6.281 -0.903
N -0.127 4.256 -5.667 1.323
C 0.385 3.249 -6.550 -0.667
C 1.836 3.499 -6.969 -0.225
O 1.930 4.617 -7.876 -0.290
C 1.564 4.248 -9.205 -0.787
H -4.559 5.213 -6.218 0.442
H -3.637 5.288 -4.698 0.200
H -4.689 3.879 -5.011 0.148
H -2.691 5.810 -7.175 0.575
H -2.007 4.234 -7.844 0.118
H -1.083 6.024 -5.488 0.204
H -0.352 5.676 -7.145 0.623
H -0.641 3.884 -4.846 -0.451
H -0.131 3.003 -7.482 0.220
H 0.310 2.266 -6.036 0.259
H 2.276 2.569 -7.345 0.488
H 2.406 3.837 -6.071 -0.342
H 2.220 3.461 -9.620 0.345
H 1.503 5.183 -9.748 0.279
H 0.575 3.759 -9.265 0.291
C 1.408 9.879 -5.674 -0.726
O 2.360 8.805 -5.480 -0.458
C 1.705 7.738 -4.757 0.055
C 2.681 6.604 -4.460 -0.763
N 2.037 5.583 -3.531 0.337
C 3.053 4.691 -3.031 -1.380
C 2.391 3.657 -2.157 0.445
O 3.246 2.842 -1.524 -0.588
C 2.613 1.738 -0.876 0.248
H 1.975 10.804 -5.872 0.296
H 0.683 10.028 -4.836 0.286
H 0.715 9.566 -6.464 0.268
H 0.779 7.377 -5.262 0.102
H 1.463 8.177 -3.753 0.217
H 3.558 6.976 -3.958 0.539
H 3.013 6.141 -5.404 0.248
H 1.321 5.049 -4.019 -0.246
H 3.761 5.233 -2.410 0.593
H 3.611 4.323 -3.886 0.371
H 1.759 3.045 -2.839 0.272
H 1.702 4.153 -1.441 -0.247
H 2.191 1.107 -1.642 1.254
H 1.823 2.089 -0.190 -0.279
H 3.357 1.185 -0.348 -0.747
C 1.239 -6.696 5.900 -0.891
O 2.257 -6.646 4.916 0.039
C 2.193 -7.701 3.990 -0.763
C 3.199 -7.427 2.885 -0.849
N 2.908 -6.327 2.039 0.403
C 3.427 -5.024 2.414 0.249
C 3.441 -4.142 1.203 2.437
O 4.316 -4.706 0.198 -0.216
C 5.632 -4.866 0.575 -0.747
H 1.119 -7.745 6.162 0.460
H 0.280 -6.263 5.609 0.269
H 1.586 -6.143 6.790 0.179
H 1.209 -7.649 3.518 0.294
H 2.408 -8.650 4.458 0.474
H 3.281 -8.334 2.263 0.483
H 4.164 -7.275 3.432 0.252
H 3.077 -6.502 1.039 0.123
H 4.421 -5.095 2.940 -0.022
H 2.768 -4.640 3.185 -0.939
H 3.612 -3.096 1.505 -0.999
H 2.417 -4.205 0.783 -0.988
H 5.815 -5.740 1.230 0.243
H 5.938 -3.994 1.158 0.216
H 6.287 -4.984 -0.295 0.291
C -0.853 -5.313 2.924 0.761
O -2.134 -5.428 2.320 -0.527
C -2.518 -4.257 1.660 -0.640
C -1.828 -4.018 0.280 0.633
N -1.571 -5.292 -0.354 0.381
C -2.739 -5.900 -0.820 0.099
C -2.464 -7.051 -1.745 -1.127
O -2.192 -6.529 -3.018 -0.436
C -1.413 -7.460 -3.760 -0.741
H -0.163 -4.880 2.230 -0.373
H -0.406 -6.289 3.054 -0.118
H -0.981 -4.687 3.840 -0.046
H -2.503 -3.379 2.345 0.358
H -3.600 -4.370 1.531 -0.080
H -0.912 -3.441 0.314 -0.376
H -2.548 -3.450 -0.336 0.131
H -0.905 -5.183 -1.107 -0.360
H -3.297 -5.190 -1.478 -0.321
H -3.464 -6.132 -0.025 0.622
H -3.372 -7.660 -1.844 0.462
H -1.689 -7.665 -1.339 0.377
H -1.856 -8.469 -3.715 0.393
H -0.412 -7.500 -3.336 0.107
H -1.273 -7.201 -4.796 0.258
C -10.144 2.644 -3.743 -0.773
O -9.504 1.508 -4.195 -0.389
C -9.178 0.643 -3.097 -0.354
C -8.448 -0.579 -3.590 -0.728
N -7.211 -0.156 -4.171 0.111
C -6.375 -1.250 -4.614 -1.029
C -4.952 -0.811 -4.889 0.864
O -5.017 0.032 -6.032 -0.559
C -3.850 0.740 -6.334 -0.175
H -10.979 2.348 -3.132 0.331
H -10.469 3.245 -4.589 0.253
H -9.540 3.335 -3.196 0.287
H -10.061 0.453 -2.556 0.644
H -8.468 1.123 -2.426 -0.011
H -9.079 -1.136 -4.303 0.349
H -8.252 -1.203 -2.728 0.355
H -7.446 0.480 -4.977 0.221
H -6.683 -1.791 -5.560 0.287
H -6.382 -2.023 -3.835 0.096
H -4.297 -1.594 -5.126 0.082
H -4.537 -0.207 -4.094 -0.078
H -3.998 1.283 -7.245 0.369
H -2.970 0.074 -6.496 0.075
H -3.661 1.478 -5.499 -0.124
C -6.341 4.886 4.018 -0.930
O -5.969 3.700 3.431 -0.021
C -5.811 2.630 4.403 -0.667
C -4.416 2.599 4.946 -0.448
N -4.134 1.570 5.872 -0.329
C -2.728 1.514 6.208 0.228
C -2.426 0.381 7.203 -0.546
O -2.678 -0.843 6.523 -0.203
C -2.292 -2.002 7.194 -0.729
H -7.355 4.941 4.474 0.281
H -6.338 5.571 3.178 0.268
H -5.539 5.250 4.692 0.358
H -5.995 1.652 3.889 0.106
H -6.576 2.751 5.197 0.369
H -4.103 3.517 5.464 0.395
H -3.816 2.556 4.002 0.181
H -4.383 0.713 5.412 0.368
H -2.522 2.555 6.621 0.488
H -2.053 1.402 5.353 -0.382
H -3.091 0.529 8.057 0.470
H -1.379 0.441 7.574 0.114
H -3.061 -2.312 8.019 0.254
H -1.320 -2.026 7.579 0.307
H -2.433 -2.731 6.391 0.205
C -3.230 -2.950 -7.460 -0.954
O -2.615 -2.520 -6.261 -0.004
C -1.753 -3.459 -5.610 -0.713
C -1.756 -3.228 -4.075 0.212
N -0.833 -4.018 -3.236 1.389
C 0.550 -3.973 -3.602 -1.243
C 1.481 -4.666 -2.612 0.093
O 1.060 -5.960 -2.532 -0.424
C 1.587 -6.645 -1.393 -0.612
H -4.059 -3.628 -7.237 0.337
H -2.503 -3.445 -8.125 0.392
H -3.695 -2.063 -7.928 0.204
H -0.768 -3.422 -6.056 0.293
H -2.134 -4.511 -5.745 0.345
H -2.752 -3.462 -3.762 -0.143
H -1.543 -2.168 -3.924 -0.306
H -1.195 -4.953 -3.241 -0.418
H 0.786 -2.900 -3.747 0.345
H 0.690 -4.412 -4.620 0.599
H 1.379 -4.254 -1.590 -0.383
H 2.545 -4.531 -2.868 0.655
H 2.675 -6.513 -1.344 0.282
H 1.408 -7.718 -1.553 0.302
H 1.070 -6.322 -0.486 0.199
C 0.910 -0.191 4.001 0.681
O 0.415 -0.693 2.753 -0.601
C 1.407 -0.622 1.742 0.565
C 0.955 -1.268 0.482 0.214
N -0.079 -0.473 -0.233 1.359
C -0.105 -0.813 -1.650 -0.407
C -1.198 0.078 -2.295 -1.203
O -0.861 1.434 -2.019 -0.011
C -1.867 2.296 -2.572 0.276
H 1.708 -0.822 4.373 0.058
H 0.084 -0.164 4.666 -0.645
H 1.287 0.810 3.779 -0.316
H 2.246 -1.110 2.199 0.073
H 1.687 0.444 1.562 -0.930
H 0.600 -2.240 0.749 -0.395
H 1.803 -1.462 -0.159 0.414
H 0.117 0.507 -0.090 -0.705
H -0.339 -1.869 -1.756 -0.047
H 0.841 -0.537 -2.130 0.087
H -2.211 -0.125 -1.939 -0.003
H -1.128 0.000 -3.372 0.824
H -2.097 2.099 -3.621 0.570
H -1.445 3.306 -2.528 -0.491
H -2.849 2.169 -1.996 -0.462

***

Number 1: E_tot -2120.810813 Ha. Number 2: E_tot -346.953252 Ha. Number 3: E_tot -6196.030748 Ha.